Run i
Formula: C26H32NO5PdS
Source: the Open Molecules 2025 dataset
Level of theory: ωB97M-V/def2-TZVPD

```
66
C26H32NO5PdS | the Open Molecules 2025 dataset | ωB97M-V/def2-TZVPD
O 2.568 1.217 -3.731
C 2.336 -0.291 -3.655
C 3.756 -0.633 -3.316
H 2.122 -0.600 -4.695
H 1.581 -0.625 -2.890
C 3.752 0.965 -2.966
H 4.277 -1.035 -4.240
H 3.873 -1.393 -2.503
C 4.632 2.110 -3.489
H 4.557 2.299 -4.600
H 5.674 1.966 -3.153
H 4.137 3.011 -3.083
C 3.598 1.016 -1.404
H 2.889 0.238 -1.004
H 3.221 1.996 -1.034
H 4.593 0.724 -0.923
Pd -0.739 -0.278 -0.666
C 0.632 -1.421 1.298
C -0.660 -1.962 1.038
C -0.677 -2.398 -0.360
H -1.456 -2.175 1.761
C 0.655 -2.154 -0.912
C 1.431 -1.522 0.122
H 2.504 -1.307 0.101
H 0.999 -1.046 2.261
H -1.482 -2.948 -0.851
H 0.985 -2.510 -1.893
C -0.872 1.304 1.140
C 0.514 1.575 1.363
C 1.010 2.311 0.247
H 1.092 1.318 2.245
C 0.091 2.123 -0.826
C -1.170 1.786 -0.204
H -2.152 2.053 -0.558
H -1.617 0.978 1.861
H 1.838 3.006 0.297
H 0.225 2.264 -1.902
O 0.821 0.975 -5.590
C 2.079 1.101 -6.414
C 1.843 0.785 -7.910
H 2.796 0.388 -6.007
H 2.581 2.053 -6.281
C 0.485 0.076 -7.907
H 2.645 0.146 -8.318
H 1.806 1.683 -8.514
C -0.049 0.250 -6.465
H 0.583 -0.989 -8.105
H -0.268 0.442 -8.610
H -0.165 -0.717 -5.959
H -1.043 0.698 -6.399
O -3.464 -3.726 1.284
S -4.299 -3.106 0.283
O -5.238 -3.899 -0.457
N -3.423 -2.176 -0.751
C -3.551 -0.854 -0.626
O -2.856 -0.009 -1.289
C -4.493 -0.509 0.472
C -4.612 0.738 1.101
C -5.306 0.790 2.315
C -5.802 -0.389 2.905
C -5.512 -1.639 2.348
C -4.956 -1.678 1.082
H -4.182 1.628 0.639
H -5.449 1.753 2.807
H -6.399 -0.312 3.814
H -5.691 -2.564 2.870
```

Results
2S+1	5
net charge	+1
HOMO level (spin up / spin down)	-11.52 / -11.52	eV
expectation value of S²	6.02



Run ii
Formula: C26H32NO5PdS
Source: the Open Molecules 2025 dataset
Level of theory: ωB97M-V/def2-TZVPD

```
66
C26H32NO5PdS | the Open Molecules 2025 dataset | ωB97M-V/def2-TZVPD
O -1.002 0.399 -2.119
C 0.369 0.643 -2.484
C 0.028 1.990 -3.194
H 0.655 -0.175 -3.130
H 1.022 0.676 -1.589
C -1.376 1.759 -2.466
H -0.047 2.140 -4.304
H 0.562 2.835 -2.690
C -2.637 1.726 -3.279
H -2.571 0.950 -4.063
H -2.780 2.701 -3.765
H -3.499 1.568 -2.613
C -1.252 2.827 -1.405
H -0.234 2.924 -0.990
H -1.897 2.767 -0.540
H -1.454 3.789 -1.898
Pd -0.027 0.257 1.515
C 0.521 2.306 2.717
C 1.439 1.258 3.002
C 2.049 0.850 1.750
H 1.675 0.843 3.980
C 1.555 1.734 0.718
C 0.571 2.585 1.318
H -0.018 3.346 0.813
H -0.101 2.815 3.452
H 2.764 0.040 1.622
H 1.898 1.724 -0.316
C -1.844 0.274 3.017
C -2.171 1.548 2.436
C -2.555 1.339 1.102
H -2.198 2.503 2.965
C -2.251 -0.009 0.744
C -2.003 -0.715 1.983
H -2.002 -1.786 2.124
H -1.645 0.063 4.065
H -3.121 2.045 0.484
H -2.333 -0.463 -0.241
O -0.143 -0.796 -4.422
C -0.423 0.060 -5.537
C 0.094 -0.555 -6.846
H 0.137 1.014 -5.489
H -1.492 0.308 -5.547
C 1.078 -1.618 -6.373
H 0.623 0.209 -7.436
H -0.739 -0.956 -7.440
C 0.890 -1.761 -4.855
H 2.099 -1.267 -6.551
H 0.917 -2.556 -6.903
H 1.828 -1.533 -4.309
H 0.563 -2.771 -4.565
O 3.784 -0.678 4.460
S 3.367 -1.974 3.986
O 4.336 -3.033 3.906
N 2.457 -1.802 2.620
C 1.170 -2.121 2.728
O 0.300 -1.943 1.808
C 0.847 -2.608 4.088
C -0.419 -2.828 4.651
C -0.503 -2.999 6.039
C 0.652 -2.927 6.839
C 1.907 -2.709 6.264
C 1.969 -2.515 4.894
H -1.300 -2.859 3.995
H -1.475 -3.178 6.506
H 0.561 -3.015 7.920
H 2.822 -2.664 6.846
```

Results
2S+1	5
net charge	+1
HOMO level (spin up / spin down)	-11.43 / -11.44	eV
expectation value of S²	6.02



How far above the most stable structure does each one sit? In kcal/mol: run i 17.8; run ii 0.0.